#i
# C4H6N2O2

C4H6N2O2 in the gas phase (the ωB97M-V functional and the def2-TZVPD basis, the Open Molecules 2025 dataset).

```
! RIJCOSX wB97M-V def2-TZVPD def2/J DEFGRID3
* xyz 0 1
O -2.446 -0.133 -0.168
H -0.119 1.948 1.155
N -0.799 -1.775 -0.101
H 1.157 -2.645 0.076
H -1.170 2.209 -0.297
C 0.617 -1.722 0.017
C -0.191 1.824 -0.013
N -0.137 0.386 -0.277
C 1.102 -0.459 -0.053
H 0.680 2.296 -0.360
H 3.074 -0.437 0.349
C -1.174 -0.580 -0.193
H -3.029 -0.869 0.146
O 2.434 -0.041 -0.280
*
```

Results
Frontier orbital gap: 8.94 eV
HOMO level: -8.3 eV
SMILES: Cn1c(O)cnc1O

***

#ii
# C4H6N2O2

C4H6N2O2 in the gas phase (the ωB97M-V functional and the def2-TZVPD basis, the Open Molecules 2025 dataset).

```
! RIJCOSX wB97M-V def2-TZVPD def2/J DEFGRID3
* xyz 0 1
C -0.169 -1.080 -1.075
H 1.968 -1.357 -0.659
H -1.957 1.734 -0.347
O 0.901 1.759 0.713
H -0.373 -1.856 -1.887
H 0.909 -1.333 1.843
N -1.368 0.824 -0.350
N 1.025 0.661 1.703
C -1.570 -0.305 -0.943
C 0.947 -0.967 -0.194
O -2.559 -0.773 -1.492
C 0.901 -0.543 1.168
H -0.343 0.920 0.177
H 1.689 2.318 1.343
*
```

Results
Frontier orbital gap: 9.50 eV
HOMO level: -9.4 eV
SMILES: NC(=O)/C=C\C=N/O

***

#iii
# C4H6N2O2

C4H6N2O2 in the gas phase (the ωB97M-V functional and the def2-TZVPD basis, the Open Molecules 2025 dataset).

```
! RIJCOSX wB97M-V def2-TZVPD def2/J DEFGRID3
* xyz 0 1
H -1.139 1.357 -0.626
H -2.240 -2.567 -1.374
O 0.552 -0.464 1.407
C -0.768 0.371 -0.194
C -0.733 -1.015 -0.889
C 0.719 0.521 0.241
N -1.918 -1.551 -1.469
H 1.738 0.201 -0.298
H -2.605 -0.813 -1.870
H 0.322 -1.363 0.857
N 1.530 2.956 1.035
C 1.043 1.918 0.603
H -1.373 0.241 0.817
O 0.253 -1.744 -0.536
*
```

Results
Frontier orbital gap: 9.99 eV
HOMO level: -10.0 eV
SMILES: N#C[C@@H](O)CC(N)=O

***

Most stable to least stable: #i, #iii, #ii

***

#i
# C4H6N2O2

C4H6N2O2 in the gas phase (the ωB97M-V functional and the def2-TZVPD basis, the Open Molecules 2025 dataset).

```
! RIJCOSX wB97M-V def2-TZVPD def2/J DEFGRID3
* xyz 0 1
H -0.533 -2.127 -0.116
H 0.366 -2.530 1.359
O -1.359 1.239 -0.792
H -0.768 -1.201 1.366
N 0.479 1.514 1.661
C -0.009 -1.704 0.749
N 1.086 -0.836 0.388
C -0.342 0.532 -1.323
C 0.952 0.308 -0.526
H 0.013 2.339 1.277
H -2.090 1.188 -1.439
H 1.850 0.619 -1.043
C 0.821 0.656 0.848
O -0.465 0.003 -2.411
*
```

Results
Frontier orbital gap: 9.66 eV
HOMO level: -9.1 eV
SMILES: [H]/N=C1\[C@H](C(=O)O)N1C

***

#ii
# C4H6N2O2

2 unconnected molecules or ions with the total composition C4H6N2O2 (the ωB97M-V functional and the def2-TZVPD basis, the Open Molecules 2025 dataset).

```
! RIJCOSX wB97M-V def2-TZVPD def2/J DEFGRID3
* xyz 0 1
H -0.879 -1.718 0.887
O 2.372 -1.396 -0.377
H -1.957 -1.783 -0.462
C -0.027 0.543 -0.532
C -1.691 -1.188 0.412
N 0.710 1.410 -0.919
N 1.608 1.954 -1.590
O 2.240 0.073 1.344
H -1.133 0.815 1.048
H 2.381 2.021 -1.036
C -1.295 0.311 0.121
H -2.609 -1.211 1.089
H -2.113 0.854 -0.495
C 2.394 -0.683 0.511
*
```

Results
Frontier orbital gap (spin up / spin down): 8.70 / 8.70 eV
HOMO level (spin up / spin down): -8.3 / -8.3 eV

***

Most stable to least stable: #ii, #i

***

#i
# C4H6N2O2

C4H6N2O2 in the gas phase (the ωB97M-V functional and the def2-TZVPD basis, the Open Molecules 2025 dataset).

```
! RIJCOSX wB97M-V def2-TZVPD def2/J DEFGRID3
* xyz 0 1
C -1.063 -1.135 -0.012
O -2.623 0.690 -0.086
O 2.209 0.323 -0.097
H 0.835 2.716 -0.102
N 0.824 0.163 -0.373
C -1.500 0.320 -0.075
C 0.454 -1.181 0.011
H 0.992 -1.296 0.977
H 2.233 0.902 0.722
H -1.555 -1.532 0.856
N -0.077 2.379 0.031
H 0.828 -1.904 -0.729
C -0.143 1.134 -0.190
H -1.417 -1.579 -0.933
*
```

Results
Frontier orbital gap: 9.63 eV
HOMO level: -9.4 eV
SMILES: [H]/N=C1/C(=O)CCN1O

***

#ii
# C4H6N2O2

C4H6N2O2 in the gas phase (the ωB97M-V functional and the def2-TZVPD basis, the Open Molecules 2025 dataset).

```
! RIJCOSX wB97M-V def2-TZVPD def2/J DEFGRID3
* xyz 0 1
H -1.210 2.043 -0.296
C -0.477 -0.130 0.517
C -1.056 -1.484 -1.223
N 1.584 1.207 0.841
H -1.672 -1.644 -2.092
C 0.264 1.132 0.353
H -0.953 -0.140 1.417
O -1.564 -0.408 -0.294
H 2.289 0.539 1.157
H 0.762 -2.668 -0.931
C 0.222 -1.815 -0.706
N -0.299 2.278 0.069
H 1.759 2.286 0.722
O 0.352 -1.195 0.466
*
```

Results
Frontier orbital gap: 9.37 eV
HOMO level: -8.5 eV
SMILES: [H]/N=C(/N)C1OC=CO1

***

#iii
# C4H6N2O2

C4H6N2O2 in the gas phase (the ωB97M-V functional and the def2-TZVPD basis, the Open Molecules 2025 dataset).

```
! RIJCOSX wB97M-V def2-TZVPD def2/J DEFGRID3
* xyz 0 1
O 1.873 -0.531 -0.203
C -0.656 0.380 1.807
N -0.207 0.583 0.544
C 1.193 -1.120 -1.294
O -0.310 0.810 2.852
H 1.364 -1.889 -1.865
H -0.681 -1.694 -1.856
H 0.137 1.288 -1.766
C -0.662 0.502 -1.823
C -0.183 -0.769 -1.398
N -1.049 0.132 -0.411
H -1.896 0.354 1.598
H 0.772 0.140 0.345
H -1.568 0.608 -2.328
*
```

Results
Frontier orbital gap: 7.90 eV
HOMO level: -9.3 eV
SMILES: O=CNN1C[C@H]1C=O

***

#iv
# C4H6N2O2

A molecular structure, C4H6N2O2 (the ωB97M-V functional and the def2-TZVPD basis, the Open Molecules 2025 dataset).

```
! RIJCOSX wB97M-V def2-TZVPD def2/J DEFGRID3
* xyz 0 1
C -2.099 -0.060 0.087
H 1.321 -2.141 1.135
H 1.873 -1.518 -0.525
N 0.999 -1.764 0.186
O -1.219 0.927 0.034
C 0.149 0.491 -0.179
H 0.542 2.528 -0.816
O -3.314 0.169 0.085
C 1.097 1.709 0.063
C 0.099 -0.766 -0.304
H -1.703 -2.038 -0.215
N -1.304 -1.143 -0.254
H 1.174 2.096 1.123
H 2.385 1.511 -0.420
*
```

Results
Frontier orbital gap: 9.12 eV
HOMO level: -8.8 eV

***

Most stable to least stable: #i, #ii, #iv, #iii

***

#i
# C5H11OS

2 unconnected molecules or ions with the total composition C5H11OS (the ωB97M-V functional and the def2-TZVPD basis, the Open Molecules 2025 dataset).

```
! RIJCOSX wB97M-V def2-TZVPD def2/J DEFGRID3
* xyz -1 1
S 1.750 0.786 0.472
H 2.587 -0.061 -3.125
C -1.192 -0.675 0.573
H -2.855 1.237 0.889
H -2.041 -1.375 2.374
H 1.151 -0.519 -2.128
H 0.640 -1.076 0.435
H 1.522 1.184 -2.437
C 1.967 0.200 -2.263
C 2.752 0.283 -0.923
H -4.014 0.236 1.830
H -1.114 0.127 -0.157
H 3.244 -0.691 -0.836
C -2.080 -0.654 1.564
O -0.216 -1.635 0.429
H 3.557 1.029 -1.080
C -2.971 0.552 1.727
H -2.686 1.054 2.654
*
```

Results
Frontier orbital gap: 6.87 eV
HOMO level: -2.9 eV

***

#ii
# C5H11OS

A gas-phase ion, C5H11OS (charge -1) (the ωB97M-V functional and the def2-TZVPD basis, the Open Molecules 2025 dataset).

```
! RIJCOSX wB97M-V def2-TZVPD def2/J DEFGRID3
* xyz -1 1
S 1.231 1.091 -0.043
H 3.536 0.469 -0.626
C 2.984 0.835 0.246
H 3.181 0.139 1.059
C -2.243 0.904 -0.188
H -1.800 -0.870 -1.330
H 3.410 1.804 0.508
H -0.558 -0.539 1.443
H -2.194 1.135 0.916
C -1.850 -0.594 -0.267
H -2.692 -1.171 0.139
H 0.574 -0.886 -1.332
H -0.535 -2.095 0.597
H -1.344 1.460 -0.589
C 0.716 -0.620 -0.281
H 1.541 -1.245 0.082
C -0.565 -1.013 0.447
O -3.390 1.197 -0.780
*
```

Results
Frontier orbital gap: 5.33 eV
HOMO level: -2.1 eV
SMILES: CSCCCC[O-]

***

Most stable to least stable: #i, #ii